Computed, not measured: a structure of composition C26H27ClF2N8O5S2Y, with the ωB97M-V functional and the def2-TZVPD basis.

Properties
HOMO-LUMO gap (alpha / beta) = 0.2601 / 0.2434 hartree
Energy above the lowest of the compared OMol25 structures with the same formula, charge and spin = 40.5 kJ/mol

ORCA input file:
```
! RIJCOSX wB97M-V def2-TZVPD def2/J DEFGRID3
* xyz 0 2
Y -1.69763 0.29404 0.11966
Cl 0.57897 -1.51434 -5.70109
S -3.88566 3.20266 2.60673
S -3.97428 -0.23113 3.23191
F -3.72441 1.85850 -1.32563
F -2.93680 0.13507 -2.52470
O -0.66666 2.03487 -0.84485
O 0.90181 1.37580 -6.29158
O 1.07097 2.94749 -4.74418
O 0.63615 3.15088 -2.25339
O -3.14624 -2.19666 0.15356
N 0.70741 0.08570 0.81922
N 0.14565 -1.23502 -3.04532
N -1.43696 -1.80962 1.57329
N -1.96439 -3.18418 3.27306
N 2.59125 1.66051 0.85471
N -0.10279 -1.74889 3.47597
N -1.39151 2.42722 1.99031
N -0.06520 -0.27009 -2.11574
C 3.07936 3.79822 -0.21090
C 2.21684 3.08604 0.81630
C 0.16195 0.88321 -2.71367
C 0.43383 -0.65378 -4.24312
C -2.58455 -2.45059 1.20059
C 0.23875 -5.23464 -1.69302
C -3.56354 0.45439 -1.28676
C -2.90546 4.16513 1.62620
C -2.98183 -3.45347 2.26766
C 0.18210 -2.60579 -2.62520
C 0.77713 -3.60336 -3.38886
C -1.65336 3.57195 1.41050
C -2.99449 0.62852 2.24303
C 3.99367 1.31757 1.07609
C -2.52719 1.97236 2.78391
C 1.62740 0.79053 0.87378
C -0.30880 -4.22472 -0.91879
C -1.14353 -2.23477 2.79594
C 0.03470 2.13147 -1.89455
C 0.85681 1.69798 -5.13341
C -1.93138 -3.73138 4.60640
C 0.50438 0.71498 -4.06726
C 4.85426 2.04572 0.05249
C 4.55849 3.54051 0.05151
C -0.33367 -2.92140 -1.37784
C 0.79019 -4.90857 -2.92073
H 5.90697 1.85190 0.27072
H -0.70625 -2.15299 -0.72444
H 2.35364 3.50503 1.82064
H 0.36686 -0.95868 3.05897
H 0.25358 -6.25532 -1.33869
H -0.71525 -4.44559 0.06004
H -2.28947 1.90542 3.85039
H 4.84039 3.96543 1.02229
H -2.89906 -4.18140 4.82245
H 4.09153 0.23445 0.99044
H 0.00633 -1.91320 4.45999
H 0.98822 3.05452 -3.75858
H 5.17208 4.04307 -0.69691
H 2.85520 4.86609 -0.18163
H 4.26991 1.60807 2.09688
H -0.93918 4.01104 0.72814
H -1.78126 -2.94014 5.34349
H -1.16015 -4.49748 4.71977
H -3.23978 5.07471 1.16232
H -3.98491 -3.22876 2.63317
H 1.24420 -3.39098 -4.33192
H -4.57317 0.03498 -1.36809
H 4.64662 1.62795 -0.93638
H -2.93167 -4.47543 1.88557
H 1.15900 3.12760 0.56475
H 1.24954 -5.67268 -3.53189
H 2.79435 3.44347 -1.20376
*
```


Computed, not measured: a cluster of 5 separate species, C28H71N7O10P in total at a distorted geometry, with the ωB97M-V functional and the def2-TZVPD basis.

Properties
HOMO-LUMO gap = 0.1750 hartree

ORCA input file:
```
! RIJCOSX wB97M-V def2-TZVPD def2/J DEFGRID3
* xyz 1 1
P -1.13582 4.06682 3.78596
O -2.45490 3.26758 4.31928
O 9.54407 6.38754 4.18895
O 6.66955 2.82671 3.76453
O -2.23182 -1.00893 -4.49788
O 1.24544 1.96847 -3.73685
O -0.93988 5.25579 4.89729
O -4.33839 -6.27614 -0.64898
O -6.78767 -1.03767 -4.13939
O -0.07063 2.82042 0.52252
O -4.36156 -7.25018 -5.08529
N -4.50357 -2.51258 -2.92250
N 8.45530 3.96797 5.87907
N 2.71851 2.79734 4.69259
N 2.41227 0.73627 5.88399
N -2.90023 -8.19284 -2.66560
N -1.33153 2.40747 -2.32228
N 1.72116 0.99047 3.66007
C -3.93318 -8.92430 -3.38825
C 7.58591 1.83806 3.32296
C 0.10356 2.60818 -4.29656
C 6.41701 2.81238 5.16481
C 9.10688 5.20384 6.31284
C 7.00245 4.02814 5.85003
C -3.35351 -6.36207 -5.52355
C 8.92670 6.45421 5.45880
C 1.49898 3.68303 4.44379
C -5.32419 -1.50106 -2.26879
C -0.68140 3.34324 -3.23236
C -0.96245 3.70904 -0.15097
C -7.10284 -2.02773 -5.10106
C 0.21508 2.87946 4.37659
C -6.74087 -1.51408 -2.80170
C -2.34186 -1.15178 -3.09650
C 8.78552 5.77316 3.16718
C 1.11871 2.50980 -0.19699
C 1.17041 0.55398 -3.72908
C -3.00128 -8.27210 -1.21117
C -3.91584 -8.58366 -4.86251
C 2.29674 1.47567 4.73529
C -1.90533 3.01918 -1.12905
C -4.93701 -5.80188 -1.84595
C -3.34075 -0.39886 -5.13705
C -3.07644 -2.40765 -2.64039
C 0.43070 1.79089 3.33214
C -4.24036 -7.68361 -0.54408
H 2.15146 0.17634 -3.44449
H -1.44469 3.96083 -3.71316
H -1.57706 4.15713 0.63233
H -0.74955 4.86522 5.75919
H -4.18444 -5.62361 -2.61779
H -2.13209 -7.74789 -0.80574
H -5.34636 -1.70348 -1.19313
H 3.29459 2.91567 3.86352
H -2.63243 -6.13660 -4.72939
H 8.79215 3.73647 4.95423
H 0.91981 0.16274 -4.71756
H -3.82443 0.34075 -4.49469
H -7.27464 -1.52022 -6.04831
H -5.40647 -4.84352 -1.63121
H -2.92633 -2.53050 -1.56220
H -0.52894 1.89338 -4.83000
H 8.60598 2.05355 3.65259
H 1.90549 2.29422 0.53241
H -8.01161 -2.57043 -4.82756
H -4.07463 -1.14152 -5.46037
H 9.42404 7.27292 5.98385
H -5.70025 -6.48932 -2.21960
H 0.46864 3.33914 -5.02256
H 6.62862 4.06883 6.87770
H -2.28009 2.76607 5.12258
H -1.31302 -1.23609 -2.73150
H -2.81929 -6.76356 -6.38936
H -2.67116 3.73652 -1.43660
H 8.78090 5.42679 7.33332
H -2.96993 0.10486 -6.02979
H 7.29716 0.84381 3.67660
H 1.63002 4.08580 3.44008
H 1.50313 0.00784 3.79860
H 9.09054 6.21528 2.21908
H 3.24319 0.25637 6.17981
H 0.01683 4.01288 -2.71124
H -2.59496 -3.26229 -3.12394
H -4.16254 -7.89807 0.52537
H -4.94066 -8.70111 -3.01232
H 0.43322 0.18848 -3.00506
H -5.16743 -8.15893 -0.88534
H 6.63258 4.91678 5.31893
H -6.28384 -2.74336 -5.23530
H -4.92793 -0.48670 -2.41522
H 5.32952 2.84373 5.29140
H -0.40291 4.53088 -0.60828
H 10.17709 4.99427 6.36373
H -0.65698 1.71174 -2.03312
H -4.63985 -2.44660 -3.92258
H 8.98688 4.69911 3.10769
H -0.39825 1.10799 3.20246
H -7.34351 -0.83036 -2.19710
H -0.11908 2.49613 5.34896
H 7.56887 1.83858 2.23496
H -3.75818 -9.99731 -3.26822
H -7.18381 -2.51077 -2.71949
H 1.44599 3.34127 -0.82179
H 1.47523 4.53878 5.10326
H 7.71257 5.93896 3.29937
H -2.42140 2.22461 -0.58214
H -2.75001 -0.23715 -2.64917
H 1.60859 0.68960 6.48601
H -4.61751 -9.24442 -5.37863
H -2.92412 -8.74779 -5.29299
H -2.90531 -9.32032 -0.91094
H 6.78054 1.89044 5.62918
H -3.84112 -5.43372 -5.81795
H -2.94424 -7.21938 -2.93491
H 7.87433 6.74872 5.35894
H 0.56865 2.26693 2.36165
H 0.99278 1.61665 -0.81098
*
```


Computed, not measured: the molecule C15H24O2 at a distorted geometry, with the ωB97M-V functional and the def2-TZVPD basis.

Properties
HOMO-LUMO gap = 0.3522 hartree
Energy above the lowest of the compared OMol25 structures with the same formula, charge and spin = 243.6 kJ/mol

ORCA input file:
```
! RIJCOSX wB97M-V def2-TZVPD def2/J DEFGRID3
* xyz 0 1
O 1.73905 -2.17885 0.87364
O 3.25893 1.91503 0.73641
C 0.10937 -1.88240 -0.61703
C 1.62045 0.08688 0.33787
C -2.29238 1.57369 1.03626
C -0.84217 1.64163 -1.80617
C -0.38861 -0.83454 -1.59139
C 2.79763 0.57519 1.21846
C -3.14417 -0.50400 -0.26756
C 1.29660 -1.30944 0.15614
C 0.69002 0.91003 -0.14688
C -1.86323 0.30437 0.22395
C 4.04276 -0.35364 1.06772
C -2.85634 -1.73597 -1.14379
C 2.37695 0.72015 2.61792
C -1.73541 -1.38892 -2.15301
C -0.64755 0.46616 -0.84551
H 4.02662 -0.54023 -0.01022
H -1.25915 1.32470 -2.72357
H -1.40413 -0.41921 0.92503
H 3.10298 0.97752 3.40864
H 1.93083 -0.30390 2.81499
H 4.96959 0.13385 1.45007
H -2.85155 2.19989 0.42561
H 0.37288 -0.55237 -2.36530
H -1.37746 2.15026 1.43410
H -2.57928 -2.51128 -0.49066
H -2.81106 1.35804 1.93288
H 3.74367 2.46460 1.41156
H -0.63819 -2.34903 0.01496
H -1.51446 -2.20977 -2.95451
H 1.45887 1.34102 2.68044
H 0.48986 -2.71655 -1.26554
H 3.97229 -1.29115 1.60662
H 0.17751 1.97228 -2.08600
H -3.79880 0.24506 -0.69549
H -2.07413 -0.58072 -2.76944
H 0.83763 1.92755 0.16195
H -3.73967 -2.13090 -1.76408
H -3.77194 -0.93736 0.52943
H -1.42482 2.44233 -1.36850
*
```


Computed, not measured: a cluster of 2 separate species, C6H16N3S2 in total at a distorted geometry, with the ωB97M-V functional and the def2-TZVPD basis.

Properties
HOMO-LUMO gap = 0.2151 hartree
Energy above the lowest of the compared OMol25 structures with the same formula, charge and spin = 771.6 kJ/mol

ORCA input file:
```
! RIJCOSX wB97M-V def2-TZVPD def2/J DEFGRID3
* xyz 1 1
S -2.53504 0.52640 0.60657
S 1.22857 0.44609 1.15059
N -0.64917 -1.33124 0.89707
N -1.27946 -0.54809 0.12687
N 1.50883 0.64313 -0.48063
C 2.62624 -0.97605 -1.40994
C 0.30098 0.68695 -1.25833
C -0.69765 -0.52279 -1.17248
C -3.52074 0.84794 -0.96207
C 2.75014 1.22878 1.73025
C -0.94880 -1.45511 2.24325
H -4.01097 -0.03919 -1.40479
H 2.65344 1.45279 2.74353
H 0.60858 0.85997 -2.30198
H 1.88669 -1.59733 -1.02896
H 2.48359 -0.65350 -2.44981
H 3.63266 -0.70222 -1.20573
H -3.03100 1.61769 -1.66140
H 2.78985 2.17655 1.22737
H -1.96431 -1.79172 2.58781
H -1.28131 -0.40717 -2.08918
H -0.15629 -2.03362 2.81389
H -0.24034 1.55131 -0.99877
H -4.40932 1.47956 -0.71410
H -0.26372 -1.54609 -1.25609
H -1.03407 -0.47835 2.81316
H 3.55260 0.56528 1.45391
*
```